Record 1
{"formula": "C29H84N4O13", "method": "ωB97M-V with the def2-TZVPD basis set", "elements": ["C", "O", "H", "H", "H", "H", "C", "O", "H", "H", "H", "H", "C", "O", "H", "H", "H", "H", "C", "O", "N", "N", "H", "H", "H", "H", "C", "O", "N", "N", "H", "H", "H", "H", "C", "C", "C", "O", "H", "H", "H", "H", "H", "H", "H", "H", "C", "C", "C", "O", "H", "H", "H", "H", "H", "H", "H", "H", "C", "C", "C", "O", "H", "H", "H", "H", "H", "H", "H", "H", "C", "C", "C", "O", "H", "H", "H", "H", "H", "H", "H", "H", "C", "C", "C", "O", "H", "H", "H", "H", "H", "H", "H", "H", "C", "C", "C", "O", "H", "H", "H", "H", "H", "H", "H", "H", "C", "C", "C", "O", "H", "H", "H", "H", "H", "H", "H", "H", "C", "C", "C", "O", "H", "H", "H", "H", "H", "H", "H", "H"], "positions_angstrom": [[2.099, -2.559, -3.219], [0.796, -2.157, -2.908], [2.289, -2.735, -4.277], [2.313, -3.457, -2.681], [2.734, -1.830, -2.811], [0.829, -1.640, -2.064], [0.125, -0.092, -0.241], [1.056, 0.063, -1.365], [-0.613, -0.827, -0.425], [-0.295, 0.872, -0.090], [0.750, -0.366, 0.600], [1.391, 0.955, -1.472], [1.750, 2.942, -0.525], [1.919, 2.602, -1.877], [2.052, 2.113, 0.145], [0.678, 3.052, -0.241], [2.346, 3.794, -0.161], [1.597, 3.337, -2.361], [-5.144, -1.771, -0.524], [-5.390, -2.206, 0.775], [-5.681, -2.249, -1.613], [-4.155, -0.982, -0.887], [-6.195, -1.471, -2.130], [-6.469, -2.882, -1.323], [-4.517, -0.131, -1.483], [-3.466, -0.787, -0.167], [-2.640, -3.514, -1.944], [-1.795, -2.796, -1.188], [-3.423, -2.776, -2.703], [-2.462, -4.234, -3.018], [-3.567, -1.915, -2.015], [-4.434, -2.885, -2.306], [-1.374, -4.588, -2.834], [-2.659, -5.244, -2.742], [2.944, -2.789, 1.520], [3.361, -2.329, 0.172], [3.889, -0.904, 0.022], [4.215, -3.030, -0.448], [2.060, -2.190, 1.756], [3.793, -2.814, 2.216], [2.699, -3.841, 1.517], [2.463, -2.392, -0.454], [4.075, -0.580, -0.986], [4.697, -0.730, 0.650], [3.149, -0.205, 0.361], [4.125, -3.970, -0.282], [-1.509, -5.362, 1.089], [-0.049, -4.933, 1.104], [0.886, -6.066, 0.829], [0.257, -4.088, 0.299], [-2.195, -5.014, 1.851], [-1.520, -6.468, 1.274], [-2.013, -5.085, 0.148], [0.139, -4.423, 2.063], [1.863, -5.781, 1.275], [1.034, -6.294, -0.253], [0.616, -7.001, 1.328], [-0.124, -3.229, 0.653], [-3.860, 2.891, -0.229], [-3.174, 3.447, -1.467], [-1.645, 3.522, -1.479], [-3.614, 2.903, -2.507], [-3.388, 3.412, 0.580], [-3.754, 1.817, -0.022], [-4.906, 3.186, -0.251], [-3.509, 4.502, -1.606], [-1.083, 2.589, -1.559], [-1.306, 4.079, -0.574], [-1.181, 4.156, -2.217], [-3.302, 3.462, -3.266], [-1.894, 4.250, 3.279], [-0.569, 3.810, 2.659], [-0.629, 2.390, 2.245], [-0.342, 4.431, 1.566], [-2.688, 4.329, 2.493], [-1.904, 5.230, 3.817], [-2.294, 3.509, 3.981], [0.210, 3.908, 3.367], [0.323, 2.084, 1.841], [-1.488, 2.154, 1.609], [-0.719, 1.871, 3.200], [-0.166, 5.348, 1.710], [2.024, 0.448, 3.161], [1.989, 0.528, 4.664], [3.326, 0.212, 5.396], [1.460, 1.579, 5.020], [1.042, 0.180, 2.721], [2.748, -0.300, 2.815], [2.309, 1.336, 2.751], [1.205, -0.117, 5.070], [3.508, -0.817, 5.401], [3.453, 0.332, 6.454], [4.110, 0.734, 4.896], [2.044, 2.336, 4.923], [-2.686, -2.713, 3.207], [-2.280, -1.900, 2.002], [-2.788, -0.418, 1.972], [-1.072, -1.844, 1.814], [-2.534, -2.056, 4.030], [-2.096, -3.590, 3.245], [-3.786, -2.968, 3.037], [-2.751, -2.399, 1.109], [-2.349, 0.023, 1.117], [-2.472, 0.115, 2.864], [-3.862, -0.320, 1.910], [-0.652, -1.991, 2.683], [4.528, 4.584, -1.996], [5.338, 3.366, -1.476], [5.498, 3.548, 0.029], [4.757, 2.283, -1.584], [5.084, 5.518, -1.787], [3.613, 4.684, -1.400], [4.223, 4.453, -3.056], [6.274, 3.338, -1.948], [4.666, 3.289, 0.624], [5.789, 4.561, 0.208], [6.334, 2.932, 0.269], [3.837, 2.498, -1.750], [-1.880, 0.317, -3.344], [-1.344, 0.961, -4.640], [0.084, 1.563, -4.388], [-1.242, 0.188, -5.632], [-2.785, -0.257, -3.579], [-2.243, 1.012, -2.657], [-1.201, -0.283, -2.765], [-2.042, 1.770, -4.905], [0.641, 1.706, -5.295], [0.679, 0.981, -3.701], [-0.066, 2.530, -3.913], [-0.848, 0.668, -6.376]], "lowdin_charge": [-0.160, -0.137, 0.084, 0.062, 0.052, 0.040, -0.071, -0.146, 0.047, 0.048, 0.060, 0.016, -0.140, -0.112, 0.091, 0.059, 0.085, 0.083, -0.582, -0.064, 0.103, 0.138, 0.183, 0.165, 0.200, 0.079, -0.587, -0.034, 0.019, 0.055, 0.051, 0.074, 0.179, 0.121, -0.026, -0.628, -0.012, 0.025, 0.073, 0.098, 0.053, 0.117, 0.081, 0.064, 0.044, 0.118, -0.014, -0.719, -0.036, -0.007, 0.048, 0.085, 0.069, 0.136, 0.071, 0.106, 0.072, 0.115, -0.005, -0.630, -0.037, -0.012, 0.047, 0.066, 0.087, 0.146, 0.061, 0.074, 0.074, 0.149, -0.028, -0.611, -0.053, -0.001, 0.079, 0.087, 0.080, 0.128, 0.051, 0.079, 0.086, 0.116, -0.030, -0.633, -0.012, 0.021, 0.072, 0.072, 0.046, 0.148, 0.053, 0.072, 0.073, 0.125, -0.010, -0.658, -0.026, -0.002, 0.074, 0.049, 0.121, 0.122, 0.030, 0.079, 0.072, 0.143, -0.032, -0.626, -0.036, 0.029, 0.087, 0.050, 0.092, 0.127, 0.061, 0.066, 0.074, 0.066, -0.014, -0.569, -0.015, 0.024, 0.081, 0.018, 0.061, 0.127, 0.070, 0.061, 0.050, 0.121], "homo_lumo_gap_ev": 7.917, "homo_ev": -7.944, "e_above_lowest_ev": 21.180, "max_force_ha_per_bohr": 0.323}

***

Record 2
{"formula": "C29H84N6O11", "method": "ωB97M-V with the def2-TZVPD basis set", "elements": ["C", "C", "O", "H", "H", "H", "H", "H", "H", "C", "C", "O", "H", "H", "H", "H", "H", "H", "C", "C", "O", "H", "H", "H", "H", "H", "H", "C", "C", "O", "H", "H", "H", "H", "H", "H", "C", "C", "O", "H", "H", "H", "H", "H", "H", "C", "C", "O", "H", "H", "H", "H", "H", "H", "C", "O", "N", "N", "H", "H", "H", "H", "C", "C", "C", "O", "C", "N", "H", "H", "H", "H", "H", "H", "H", "H", "H", "H", "H", "C", "C", "C", "O", "C", "N", "H", "H", "H", "H", "H", "H", "H", "H", "H", "H", "H", "C", "C", "C", "O", "C", "N", "H", "H", "H", "H", "H", "H", "H", "H", "H", "H", "H", "C", "C", "C", "O", "C", "N", "H", "H", "H", "H", "H", "H", "H", "H", "H", "H", "H"], "positions_angstrom": [[-2.774, -1.473, -4.648], [-3.792, -2.243, -3.808], [-3.719, -1.848, -2.469], [-2.593, -0.421, -4.430], [-2.948, -1.484, -5.724], [-1.816, -1.940, -4.421], [-3.914, -3.326, -3.784], [-4.717, -1.818, -4.199], [-4.292, -1.081, -2.413], [3.130, 2.365, -1.558], [3.006, 2.044, -0.031], [3.335, 0.666, 0.206], [2.571, 1.569, -2.050], [4.140, 2.308, -1.964], [2.771, 3.366, -1.797], [1.983, 2.175, 0.320], [3.659, 2.754, 0.475], [4.006, 0.649, 0.892], [-2.361, -3.861, 0.043], [-3.819, -3.935, 0.465], [-4.624, -4.360, -0.621], [-2.267, -3.367, -0.924], [-1.979, -4.868, -0.124], [-1.718, -3.264, 0.689], [-4.184, -2.960, 0.790], [-3.917, -4.675, 1.259], [-4.399, -3.748, -1.325], [-4.692, 0.714, -0.550], [-4.358, 1.355, -1.913], [-4.891, 0.542, -2.953], [-4.173, -0.205, -0.280], [-5.738, 0.452, -0.392], [-4.350, 1.393, 0.231], [-3.290, 1.561, -1.991], [-4.842, 2.329, -1.839], [-5.342, 1.047, -3.633], [-1.241, -2.126, 5.276], [-2.142, -2.809, 4.226], [-3.064, -3.511, 4.958], [-1.727, -1.604, 6.100], [-0.584, -1.461, 4.714], [-0.497, -2.848, 5.612], [-1.516, -3.507, 3.669], [-2.473, -2.078, 3.489], [-2.737, -4.282, 5.427], [0.107, -2.326, -2.368], [1.285, -1.403, -2.529], [1.298, -0.458, -1.540], [-0.859, -1.826, -2.450], [0.094, -2.814, -1.394], [0.100, -3.057, -3.177], [1.098, -0.890, -3.472], [2.196, -1.992, -2.637], [2.211, -0.310, -1.283], [-1.116, -0.077, 0.909], [-1.823, -0.019, 1.898], [0.206, 0.032, 0.963], [-1.499, -0.286, -0.296], [0.747, 0.090, 0.112], [0.526, 0.214, 1.904], [-2.417, -0.561, -0.614], [-0.701, -0.273, -0.916], [5.311, 2.314, 4.568], [4.444, 1.512, 3.566], [3.087, 2.238, 3.363], [2.248, 2.100, 4.529], [1.013, 2.774, 4.470], [5.179, 1.441, 2.300], [6.368, 2.058, 4.482], [4.966, 2.088, 5.577], [5.247, 3.363, 4.279], [4.210, 0.545, 4.011], [2.592, 1.834, 2.479], [3.091, 3.316, 3.202], [0.618, 2.915, 5.476], [0.268, 2.162, 3.962], [1.064, 3.706, 3.906], [5.190, 2.357, 1.875], [6.166, 1.283, 2.450], [-3.657, 3.728, 1.891], [-2.455, 3.547, 0.943], [-2.259, 4.809, 0.072], [-1.062, 4.727, -0.782], [-1.172, 3.780, -1.823], [-1.253, 3.338, 1.738], [-3.708, 2.895, 2.592], [-4.551, 3.815, 1.274], [-3.440, 4.611, 2.494], [-2.716, 2.735, 0.264], [-2.007, 5.665, 0.699], [-3.144, 5.016, -0.528], [-1.991, 4.107, -2.463], [-1.401, 2.746, -1.562], [-0.219, 3.814, -2.350], [-1.032, 2.425, 2.108], [-0.555, 3.487, 1.024], [-0.299, 1.478, -4.396], [0.768, 2.465, -4.885], [1.972, 1.739, -5.431], [2.932, 2.506, -6.098], [4.059, 2.880, -5.357], [0.178, 3.291, -5.974], [-0.670, 0.729, -5.096], [-1.118, 2.127, -4.087], [-0.029, 0.847, -3.550], [1.040, 3.182, -4.111], [1.612, 0.976, -6.121], [2.395, 1.154, -4.615], [4.566, 1.947, -5.108], [3.739, 3.303, -4.405], [4.653, 3.499, -6.030], [0.939, 3.886, -6.269], [-0.355, 3.970, -5.449], [2.575, -2.507, 2.411], [2.444, -4.043, 2.138], [1.802, -4.749, 3.285], [1.501, -6.081, 2.942], [2.376, -7.120, 3.273], [1.692, -4.260, 0.978], [2.942, -2.051, 1.492], [3.177, -2.230, 3.277], [1.634, -2.111, 2.795], [3.415, -4.533, 2.206], [0.824, -4.300, 3.456], [2.220, -4.592, 4.280], [3.410, -6.932, 2.981], [2.071, -8.029, 2.755], [2.435, -7.280, 4.350], [1.150, -5.065, 1.257], [0.950, -3.577, 0.915]], "mulliken_spin": [0.000, 0.000, 0.000, 0.000, 0.000, 0.000, 0.000, 0.000, 0.000, -0.001, 0.005, 0.000, 0.000, 0.000, 0.000, -0.007, 0.000, 0.000, 0.000, 0.000, 0.000, 0.000, 0.000, 0.000, 0.000, 0.000, 0.000, 0.005, 0.001, 0.000, -0.002, 0.000, 0.000, -0.003, 0.000, 0.000, 0.000, 0.000, 0.000, 0.000, 0.000, 0.000, 0.000, 0.000, 0.000, 0.000, 0.000, -0.001, 0.000, 0.000, 0.000, 0.000, 0.000, 0.000, 0.018, 0.013, 0.010, 0.035, 0.003, -0.003, -0.003, -0.016, 0.000, 0.000, 0.001, 0.001, -0.002, 0.000, 0.000, 0.000, 0.000, 0.000, -0.001, 0.000, 0.000, 0.000, 0.001, 0.000, 0.000, 0.050, 0.042, 0.031, 0.025, 0.006, 0.752, 0.003, -0.002, -0.002, 0.072, 0.004, -0.002, -0.001, 0.001, -0.001, -0.019, -0.016, 0.001, 0.000, 0.000, 0.000, 0.000, 0.000, 0.000, 0.000, 0.000, 0.000, 0.000, 0.000, 0.000, 0.000, 0.000, 0.000, 0.000, 0.000, 0.000, 0.000, 0.000, 0.000, 0.000, 0.000, 0.000, 0.000, 0.000, 0.000, 0.000, 0.000, 0.000, 0.000, 0.000, 0.000], "s2": 0.755, "homo_lumo_gap_ev": [8.494, 2.340], "homo_ev": [-10.819, -10.819], "max_force_ha_per_bohr": 0.088, "total_charge": 1, "multiplicity": 2}

***

Record 3
{"formula": "C29H84O13", "method": "ωB97M-V with the def2-TZVPD basis set", "elements": ["C", "C", "C", "O", "H", "H", "H", "H", "H", "H", "H", "H", "C", "C", "C", "O", "H", "H", "H", "H", "H", "H", "H", "H", "C", "C", "C", "O", "H", "H", "H", "H", "H", "H", "H", "H", "C", "C", "C", "O", "H", "H", "H", "H", "H", "H", "H", "H", "C", "C", "C", "O", "H", "H", "H", "H", "H", "H", "H", "H", "C", "C", "C", "O", "H", "H", "H", "H", "H", "H", "H", "H", "C", "C", "C", "O", "H", "H", "H", "H", "H", "H", "H", "H", "C", "C", "C", "O", "H", "H", "H", "H", "H", "H", "H", "H", "C", "O", "H", "H", "H", "H", "C", "O", "H", "H", "H", "H", "C", "O", "H", "H", "H", "H", "C", "O", "H", "H", "H", "H", "C", "O", "H", "H", "H", "H"], "positions_angstrom": [[12.391, -9.471, -3.923], [11.481, -10.124, -2.851], [10.007, -9.714, -3.045], [11.623, -11.534, -2.947], [13.192, -9.019, -3.336], [11.909, -8.591, -4.348], [12.668, -10.118, -4.754], [11.812, -9.902, -1.837], [9.917, -8.628, -3.016], [9.468, -9.920, -2.121], [9.506, -10.053, -3.952], [11.458, -11.754, -3.867], [8.923, -9.919, -6.323], [10.300, -10.106, -6.907], [11.477, -9.447, -6.127], [10.644, -11.478, -6.979], [8.995, -9.678, -5.262], [8.218, -10.749, -6.273], [8.424, -9.082, -6.812], [10.237, -9.938, -7.982], [12.430, -9.682, -6.601], [11.489, -9.764, -5.084], [11.466, -8.363, -6.239], [9.866, -11.969, -7.252], [9.475, -5.276, -3.284], [9.055, -4.103, -2.339], [9.023, -2.728, -2.831], [7.706, -4.508, -1.972], [9.130, -5.168, -4.312], [9.036, -6.185, -2.874], [10.534, -5.529, -3.335], [9.616, -4.275, -1.420], [9.907, -2.097, -2.744], [8.241, -2.170, -2.316], [8.678, -2.708, -3.865], [7.096, -4.048, -2.553], [14.455, -10.003, -7.066], [13.725, -9.299, -5.955], [14.652, -9.278, -4.766], [13.517, -8.002, -6.338], [13.985, -9.933, -8.048], [14.623, -11.072, -6.933], [15.498, -9.698, -7.146], [12.781, -9.755, -5.656], [14.120, -9.058, -3.841], [15.416, -8.514, -4.906], [15.162, -10.222, -4.571], [13.391, -7.515, -5.521], [14.542, -3.890, -5.041], [14.862, -4.412, -6.460], [15.918, -3.450, -7.176], [15.494, -5.695, -6.363], [13.838, -3.059, -5.073], [15.387, -3.506, -4.469], [14.140, -4.720, -4.460], [13.950, -4.478, -7.052], [16.109, -3.744, -8.208], [16.943, -3.479, -6.807], [15.627, -2.400, -7.167], [15.781, -5.954, -7.242], [7.466, -6.702, -3.905], [8.386, -7.888, -3.938], [7.891, -8.915, -2.863], [8.347, -8.337, -5.255], [7.654, -6.189, -2.962], [6.403, -6.941, -3.871], [7.587, -5.862, -4.590], [9.388, -7.613, -3.606], [8.558, -9.773, -2.775], [6.951, -9.429, -3.061], [7.757, -8.574, -1.836], [8.500, -7.559, -5.796], [10.777, -6.321, -4.744], [11.984, -6.848, -5.469], [13.001, -5.825, -5.834], [12.461, -7.912, -4.704], [10.930, -5.499, -4.045], [10.048, -7.020, -4.334], [10.134, -5.928, -5.531], [11.569, -7.389, -6.320], [13.550, -5.394, -4.997], [12.555, -5.033, -6.437], [13.708, -6.089, -6.620], [12.800, -7.523, -3.894], [10.184, -6.812, -0.032], [10.140, -6.599, -1.494], [11.139, -7.493, -2.230], [8.914, -7.024, -1.810], [9.340, -6.300, 0.430], [11.037, -6.320, 0.434], [10.296, -7.865, 0.226], [10.273, -5.522, -1.594], [12.195, -7.324, -2.017], [10.946, -7.289, -3.283], [10.926, -8.539, -2.007], [8.292, -6.590, -1.221], [13.743, -5.886, -2.744], [13.703, -6.909, -3.700], [14.781, -5.573, -2.627], [13.146, -5.120, -3.240], [13.262, -6.266, -1.842], [14.475, -6.894, -4.270], [11.031, -5.134, -8.408], [11.570, -5.634, -9.578], [11.829, -4.962, -7.685], [10.404, -4.254, -8.549], [10.531, -5.940, -7.871], [10.834, -5.716, -10.188], [13.563, -7.698, -8.467], [14.615, -7.247, -7.589], [12.647, -7.276, -8.055], [13.763, -7.356, -9.482], [13.576, -8.786, -8.399], [14.511, -7.740, -6.772], [11.451, -3.719, -3.169], [11.798, -4.478, -1.928], [10.434, -3.350, -3.298], [11.986, -2.770, -3.198], [11.605, -4.361, -4.037], [12.451, -5.152, -2.130], [9.488, -7.075, -6.751], [8.573, -6.295, -5.982], [10.295, -6.391, -7.013], [9.965, -7.896, -6.214], [9.030, -7.476, -7.655], [8.376, -5.493, -6.471]], "lowdin_charge": [-0.193, -0.336, -0.132, -0.029, 0.097, -0.146, 0.089, 0.138, 0.034, 0.118, 0.109, 0.081, -0.074, -0.360, -0.031, -0.052, 0.047, 0.107, 0.084, 0.134, 0.084, 0.070, 0.058, 0.080, -0.177, -0.368, -0.080, -0.048, 0.115, -0.009, -0.004, 0.141, 0.093, 0.105, 0.115, 0.097, 0.005, -0.475, 0.006, -0.177, 0.073, 0.107, 0.112, 0.014, 0.043, 0.110, 0.122, 0.016, -0.043, -0.396, -0.029, -0.093, 0.105, 0.102, -0.003, 0.114, 0.070, 0.073, 0.069, 0.093, -0.046, -0.393, -0.042, -0.178, 0.056, 0.114, 0.086, 0.062, -0.002, 0.102, 0.111, -0.071, -0.090, -0.307, -0.069, -0.160, 0.006, 0.076, 0.095, 0.086, 0.014, 0.085, 0.083, -0.100, -0.004, -0.505, -0.002, -0.161, 0.100, 0.089, 0.100, 0.078, 0.104, 0.073, 0.065, 0.136, -0.032, -0.040, 0.152, 0.077, 0.115, 0.144, -0.163, -0.074, 0.061, 0.107, 0.012, 0.091, -0.052, -0.189, 0.087, 0.100, 0.045, -0.128, -0.096, -0.115, 0.008, 0.112, 0.084, -0.033, -0.147, -0.140, 0.035, 0.095, 0.155, 0.162], "homo_lumo_gap_ev": 5.939, "homo_ev": -6.007, "e_above_lowest_ev": 68.270, "max_force_ha_per_bohr": 0.341}